Entry 1:
Density functional theory data (ωB97M-V/def2-TZVPD) for 8 unconnected molecules or ions with the total composition C50H44NO31 at a distorted geometry.

Element x y z (Å)
C (4.58425, -1.02185, 0.03378)
C (5.71849, -2.11476, -0.41987)
C (6.87750, -1.32539, -1.30340)
C (5.13709, -3.46187, -1.15047)
C (4.69011, -4.54662, 0.02996)
C (3.88426, -3.17346, -2.20201)
O (2.65877, -3.17381, -1.38878)
N (1.55284, -2.96419, -2.12343)
C (0.59267, -1.99494, -1.46013)
C (0.30445, -2.28534, 0.12724)
O (1.19938, -2.26255, 1.11941)
O (-1.11226, -2.55951, 0.54008)
H (3.67559, -1.48437, 0.62539)
H (5.09699, -0.24139, 0.77698)
H (4.27453, -0.40581, -0.91574)
H (6.25808, -2.47032, 0.58009)
H (7.92625, -1.48696, -0.79323)
H (6.80546, -1.75558, -2.39087)
H (6.60807, -0.17074, -1.34183)
H (5.99294, -3.98023, -1.75909)
H (3.97221, -5.39815, -0.39150)
H (5.66578, -5.02257, 0.52139)
H (4.09862, -3.95929, 0.88441)
H (3.80996, -4.09559, -2.95666)
H (4.03851, -2.22692, -2.87215)
H (1.80439, -2.63548, -3.10076)
H (-0.45386, -2.12620, -2.01838)
H (0.91167, -0.88005, -1.62439)
C (-1.87968, -0.58154, 3.43273)
C (-1.83160, 0.74547, 3.30058)
C (-2.75480, 1.63260, 4.06107)
O (-2.67423, 2.84922, 3.93319)
C (-3.74546, 0.99998, 4.94594)
C (-3.79566, -0.32719, 5.07529)
C (-2.85439, -1.21239, 4.33598)
O (-2.91284, -2.42777, 4.48953)
O (-4.72594, -0.92847, 5.90308)
O (-0.91992, 1.34549, 2.45151)
H (-1.21316, -1.23809, 2.88774)
H (-4.42209, 1.65546, 5.47909)
H (-4.55872, -1.89315, 5.82604)
H (-1.08320, 2.31034, 2.53319)
C (-5.37934, 4.68073, 3.58864)
C (-5.78340, 5.86703, 3.13022)
C (-7.15837, 6.37239, 3.39797)
O (-7.49480, 7.47466, 2.97983)
C (-8.07284, 5.51002, 4.16259)
C (-7.66968, 4.32227, 4.61795)
C (-6.28638, 3.82937, 4.37373)
O (-5.93924, 2.74133, 4.82073)
O (-8.52477, 3.50556, 5.33490)
O (-4.93733, 6.67162, 2.38933)
H (-4.38203, 4.30210, 3.40332)
H (-9.07483, 5.88168, 4.33476)
H (-7.99930, 2.70498, 5.55276)
H (-5.46090, 7.47471, 2.17670)
C (0.54288, 6.91662, 5.21857)
C (0.96631, 7.85269, 4.36698)
C (0.46624, 7.90658, 2.96532)
O (0.85934, 8.78987, 2.21147)
C (-0.49194, 6.87623, 2.53536)
C (-0.91259, 5.93818, 3.38610)
C (-0.43352, 5.90114, 4.79510)
O (-0.85234, 5.03766, 5.55874)
O (-1.81091, 4.96523, 2.98789)
O (1.88593, 8.80886, 4.75705)
H (0.89637, 6.86710, 6.24078)
H (-0.83368, 6.91633, 1.50903)
H (-1.95936, 4.40660, 3.78186)
H (2.02970, 9.37101, 3.96484)
C (7.54615, -1.82512, -7.60483)
C (7.26187, -1.47248, -6.34962)
C (6.32847, -2.27627, -5.51276)
O (6.10128, -1.93788, -4.35652)
C (5.70352, -3.46102, -6.12138)
C (5.98528, -3.81151, -7.37773)
C (6.93963, -3.02341, -8.20492)
O (7.19268, -3.38095, -9.35047)
O (5.39944, -4.92220, -7.95683)
O (7.82606, -0.34601, -5.77965)
H (8.22452, -1.25130, -8.22359)
H (5.01343, -4.02607, -5.50800)
H (5.76471, -4.96482, -8.86747)
H (7.46543, -0.30688, -4.86713)
C (-1.23379, -5.70852, -3.90916)
C (-1.53859, -6.95538, -4.27406)
C (-2.11549, -7.92635, -3.30347)
O (-2.40309, -9.05945, -3.67278)
C (-2.31505, -7.47823, -1.91640)
C (-2.00696, -6.23238, -1.55089)
C (-1.45605, -5.25367, -2.52801)
O (-1.19971, -4.11007, -2.16657)
O (-2.18942, -5.80544, -0.24835)
O (-1.33002, -7.39090, -5.56980)
H (-0.81596, -4.99177, -4.60487)
H (-2.71836, -8.19932, -1.21703)
H (-1.89458, -4.86872, -0.23716)
H (-1.63049, -8.32569, -5.58235)
C (2.87430, 7.13748, -2.39213)
C (4.20446, 7.13347, -2.49873)
C (5.05177, 8.00970, -1.64322)
O (6.27238, 7.97025, -1.75076)
C (4.37592, 8.90519, -0.69142)
C (3.04559, 8.91155, -0.58742)
C (2.20027, 8.01556, -1.42334)
O (0.98097, 8.03081, -1.29208)
O (2.40379, 9.75257, 0.30308)
O (4.84494, 6.31278, -3.40888)
H (2.24642, 6.50413, -3.00610)
H (5.00270, 9.54961, -0.08840)
H (1.44556, 9.56893, 0.19095)
H (5.80336, 6.49209, -3.29246)
C (-5.54668, -6.70520, 1.91377)
C (-6.46324, -6.00203, 2.58174)
C (-7.56691, -5.29809, 1.87180)
O (-8.40528, -4.67543, 2.51401)
C (-7.60243, -5.37710, 0.40309)
C (-6.68378, -6.07747, -0.26490)
C (-5.59663, -6.80380, 0.44692)
O (-4.77747, -7.45434, -0.19334)
O (-6.70964, -6.15369, -1.64538)
O (-6.42126, -5.90262, 3.96032)
H (-4.74041, -7.22359, 2.41729)
H (-8.39947, -4.84618, -0.10147)
H (-5.94372, -6.71768, -1.88987)
H (-7.19062, -5.34366, 4.20511)

Cartesian forces, eV/Å:
C 0.548 0.204 0.458
C 0.479 0.410 0.849
C -0.896 -0.266 0.104
C -0.341 -0.265 0.271
C -0.313 0.444 0.177
C 0.407 -1.325 0.517
O 4.473 0.348 0.292
N -3.329 0.813 -2.304
C -1.248 0.706 -0.270
C -2.606 -1.209 5.792
O -3.142 0.266 -5.412
O 6.145 1.239 -2.870
H 1.601 0.856 -1.569
H -0.934 -1.647 -1.631
H 0.209 -1.276 1.838
H -1.208 0.559 -2.079
H -2.011 0.379 -1.303
H 0.608 0.981 2.238
H 0.731 -2.380 0.108
H -1.489 1.131 0.977
H 1.670 1.882 0.897
H -2.086 1.000 -1.165
H 1.197 -1.359 -1.977
H 0.175 1.679 1.411
H -0.425 -1.349 1.488
H -0.387 -0.117 1.651
H 2.567 0.286 1.402
H -0.326 -1.822 0.715
C -0.036 -0.279 0.183
C 1.129 0.285 -1.044
C -0.391 -0.269 0.341
O -0.138 -0.734 0.209
C 0.303 0.366 0.110
C -1.293 -0.234 1.066
C 0.575 -1.017 -0.541
O -0.316 1.002 0.240
O 1.365 0.077 -1.123
O -1.370 0.182 1.265
H 0.043 -0.152 -0.264
H 0.332 -0.277 -0.097
H 0.023 0.389 -0.038
H 0.111 -0.485 -0.124
C -0.043 -0.342 0.172
C 1.408 0.640 -0.874
C -0.752 0.579 -0.024
O 0.442 -0.662 0.155
C 0.073 0.318 -0.176
C -1.552 -0.692 0.894
C 0.922 -0.474 -0.104
O -1.041 1.044 -0.257
O 1.676 0.537 -0.847
O -1.669 -0.447 0.899
H -0.069 0.002 0.034
H 0.059 -0.018 -0.007
H -0.197 0.308 -0.094
H 0.212 -0.352 0.098
C -0.150 -0.193 0.054
C 1.137 0.925 1.002
C -0.436 -0.120 -0.987
O -0.134 -0.286 0.813
C 0.461 0.617 -0.071
C -1.557 -1.342 -1.259
C 0.007 -0.538 1.108
O 0.242 0.683 -0.780
O 1.859 2.006 1.226
O -1.142 -0.814 -1.199
H -0.025 0.001 -0.066
H 0.014 -0.001 0.045
H -0.129 -0.202 -0.346
H -0.065 -0.245 0.300
C -0.048 -0.267 -0.316
C 1.027 1.638 0.321
C -0.635 -0.383 0.823
O 0.295 0.014 -1.195
C 0.067 0.228 0.294
C -1.030 -1.510 -0.265
C 0.582 0.335 -0.792
O -0.358 0.007 0.783
O 1.175 1.571 0.055
O -1.137 -1.669 -0.118
H -0.042 -0.045 0.042
H 0.027 0.028 -0.001
H -0.148 0.024 0.392
H 0.143 -0.010 -0.304
C -0.025 0.024 0.037
C 0.436 0.147 -1.452
C -0.307 -0.429 0.850
O 0.214 0.441 -0.280
C 0.018 -0.659 -0.658
C -0.411 0.406 2.447
C 0.531 1.533 -0.010
O -0.687 -1.721 -0.528
O 0.444 -0.229 -2.489
O -0.515 -0.303 1.479
H -0.011 -0.036 0.064
H 0.038 0.099 -0.085
H 0.165 0.355 0.386
H 0.113 0.417 0.086
C -0.294 0.128 0.143
C 0.320 -1.255 -1.332
C 0.764 0.528 0.522
O -0.781 -0.184 -0.194
C 0.436 -0.234 -0.249
C -0.531 1.537 1.519
C -0.982 -0.512 -0.409
O 0.947 0.211 0.067
O 0.487 -1.381 -1.900
O -0.117 1.353 1.401
H 0.038 0.025 0.059
H -0.035 -0.047 -0.034
H 0.335 -0.026 0.315
H -0.397 -0.083 -0.018
C 0.083 -0.141 -0.289
C 0.535 -0.187 1.670
C -0.729 0.560 -0.221
O 0.626 -0.466 -0.134
C -0.158 0.097 0.362
C -0.454 0.258 -1.842
C 1.071 -0.630 0.163
O -1.026 0.510 0.272
O 0.632 -0.381 1.825
O -0.760 0.308 -1.709
H -0.024 0.070 -0.056
H 0.052 -0.025 0.034
H -0.254 0.235 0.115
H 0.341 -0.224 -0.137

Charge: -1
E_tot, eV: -117516.39365
HOMO level, eV: -4.4144
Multiplicity: 1



Entry 2:
Density functional theory data (ωB97M-V/def2-TZVPD) for a molecular structure, C50H45N5O2PdS3Sb at a distorted geometry.

Element x y z (Å)
Pd (0.89974, -0.87380, 2.41423)
C (2.92219, -3.46525, 5.24447)
C (2.11641, -2.42815, 4.54842)
N (1.83476, -2.47267, 3.27507)
N (2.13484, -3.55704, 2.60723)
C (2.11249, -3.33685, 1.23022)
O (1.60747, -2.30867, 0.75796)
C (2.70557, -4.40266, 0.41456)
C (3.16742, -4.08350, -0.86505)
C (3.74213, -5.06600, -1.64798)
C (3.83566, -6.36823, -1.16616)
C (3.37061, -6.68965, 0.10046)
C (2.81840, -5.70488, 0.90365)
C (1.59149, -1.27468, 5.25530)
C (1.56640, -1.22794, 6.64495)
C (1.06644, -0.09804, 7.26980)
C (0.61247, 0.94992, 6.48646)
C (0.65817, 0.82427, 5.10902)
N (1.14111, -0.25481, 4.49506)
H (3.46460, -4.09001, 4.54429)
H (3.61692, -3.00783, 5.94734)
H (2.24694, -4.11062, 5.81602)
H (3.09414, -3.06371, -1.21230)
H (4.12866, -4.82651, -2.62956)
H (4.28929, -7.13591, -1.77890)
H (3.45052, -7.70373, 0.46612)
H (2.46258, -5.94346, 1.89581)
H (1.92058, -2.06641, 7.22484)
H (1.03325, -0.04133, 8.34924)
H (0.22213, 1.85574, 6.92710)
H (0.28059, 1.60683, 4.46904)
O (-0.50547, 1.10660, 2.52644)
S (-1.60749, 1.88107, 1.77494)
C (-2.41456, 2.87872, 2.98962)
C (-2.54365, 4.23518, 2.72838)
C (-3.17886, 5.03979, 3.66621)
C (-3.65746, 4.47987, 4.84056)
C (-3.51256, 3.11708, 5.09376)
C (-2.89344, 2.30251, 4.16400)
C (-2.86221, 0.68712, 1.36400)
C (-2.58737, -0.66661, 1.45121)
C (-3.56028, -1.57654, 1.05560)
C (-4.78209, -1.12632, 0.57886)
C (-5.04265, 0.23775, 0.49906)
C (-4.08114, 1.15482, 0.88693)
H (-2.16298, 4.65784, 1.80599)
H (-3.29924, 6.09763, 3.47912)
H (-4.15320, 5.10748, 5.56876)
H (-3.89885, 2.69657, 6.01215)
H (-2.78686, 1.23788, 4.33429)
H (-1.63931, -1.01179, 1.85015)
H (-3.36253, -2.63692, 1.13503)
H (-5.54407, -1.83588, 0.28676)
H (-6.00316, 0.58604, 0.14483)
H (-4.29052, 2.21723, 0.83784)
S (1.50564, -0.33797, -2.03745)
Sb (-0.22138, -0.26529, -3.74357)
C (-1.51430, 1.35219, -3.57986)
C (-2.29053, 1.54595, -2.43721)
C (-3.21380, 2.57875, -2.41727)
C (-3.36585, 3.40444, -3.52487)
C (-2.60264, 3.19883, -4.66498)
C (-1.67537, 2.16750, -4.69838)
C (-1.26179, -2.05261, -3.56148)
C (-0.57841, -3.23295, -3.27800)
C (-1.28583, -4.42220, -3.19858)
C (-2.66150, -4.42359, -3.39821)
C (-3.33677, -3.24328, -3.67316)
C (-2.64109, -2.04522, -3.75124)
C (0.92653, -0.17886, -5.46910)
C (1.04373, -1.32083, -6.25761)
C (1.81612, -1.27161, -7.40948)
C (2.45975, -0.09375, -7.75971)
C (2.33965, 1.04296, -6.96901)
C (1.57642, 1.00551, -5.81409)
H (-2.21551, 0.88749, -1.57759)
H (-3.83118, 2.72814, -1.54149)
H (-4.09514, 4.20323, -3.50534)
H (-2.73320, 3.83312, -5.53073)
H (-1.09003, 2.00574, -5.59542)
H (0.49229, -3.23595, -3.11524)
H (-0.76568, -5.34675, -2.98780)
H (-3.21077, -5.35371, -3.34031)
H (-4.40629, -3.25472, -3.83357)
H (-3.17548, -1.12805, -3.97090)
H (0.52336, -2.23511, -5.99621)
H (1.90480, -2.14705, -8.03784)
H (3.05975, -0.05816, -8.65901)
H (2.83724, 1.95786, -7.26019)
H (1.48334, 1.89289, -5.19824)
C (2.13989, 4.09146, 2.80146)
C (2.17989, 3.63095, 1.38724)
C (2.81818, 4.27921, 0.35676)
C (2.74039, 3.75094, -0.93658)
N (2.05116, 2.62460, -1.18682)
C (1.48046, 2.02421, -0.18281)
S (0.54074, 0.51457, -0.39108)
N (1.52330, 2.48472, 1.08297)
C (3.42292, 4.41083, -2.07885)
H (2.96950, 4.76273, 3.00831)
H (2.18754, 3.24582, 3.48715)
H (1.20984, 4.63568, 2.98436)
H (3.36612, 5.18988, 0.55051)
H (0.98266, 1.97567, 1.81611)
H (3.33515, 5.49454, -2.01324)
H (3.02346, 4.05688, -3.02450)
H (4.48872, 4.16882, -2.03906)

Cartesian forces, eV/Å:
Pd 1.430 -1.706 1.836
C -0.188 -0.222 0.078
C -0.162 0.566 -0.248
N -0.017 0.577 0.260
N -0.185 -0.057 -2.615
C 0.411 -1.134 2.953
O -1.086 1.876 -0.633
C 0.015 0.107 -0.291
C -0.096 -0.153 0.155
C 0.028 -0.085 -0.023
C 0.058 -0.009 -0.079
C 0.001 0.089 0.029
C -0.006 0.040 -0.050
C 0.311 -0.163 0.213
C -0.046 0.238 -0.085
C 0.032 -0.065 -0.022
C 0.043 0.027 -0.076
C -0.160 0.249 0.054
N -0.618 -0.117 -0.650
H -0.023 0.047 -0.072
H -0.009 0.062 -0.016
H 0.075 -0.067 -0.011
H -0.029 0.087 -0.050
H 0.005 0.003 -0.002
H -0.015 0.001 -0.018
H 0.000 -0.007 0.008
H -0.009 0.031 0.006
H 0.003 -0.032 -0.032
H -0.009 0.012 0.006
H 0.010 0.017 -0.010
H -0.013 -0.021 0.025
O 0.278 -0.079 -0.558
S -0.094 0.110 -0.048
C -0.036 -0.187 0.053
C 0.051 0.029 -0.039
C 0.004 -0.019 0.006
C 0.001 0.017 0.009
C 0.008 -0.007 -0.010
C -0.009 0.010 -0.017
C 0.010 -0.032 0.073
C 0.062 -0.022 0.041
C 0.007 -0.023 -0.010
C 0.022 0.022 0.037
C -0.022 -0.017 -0.033
C -0.010 0.037 -0.016
H -0.006 -0.008 -0.012
H -0.001 0.008 -0.005
H -0.005 0.002 0.003
H 0.001 -0.017 -0.002
H -0.018 -0.003 0.009
H -0.071 0.001 -0.040
H -0.007 -0.007 -0.005
H 0.005 -0.011 -0.011
H -0.010 0.006 -0.005
H 0.009 0.005 0.048
S -0.467 0.346 0.425
Sb 0.156 -0.049 -0.015
C -0.087 0.089 0.040
C -0.061 -0.105 0.086
C 0.015 0.015 -0.034
C -0.009 0.017 -0.011
C -0.015 -0.009 0.050
C 0.130 0.031 -0.029
C -0.049 -0.056 0.122
C 0.051 -0.015 0.010
C -0.026 0.037 -0.024
C 0.022 -0.026 0.013
C -0.021 0.025 0.005
C -0.036 0.025 -0.068
C 0.055 -0.046 -0.091
C -0.117 -0.054 -0.018
C -0.021 0.029 0.031
C 0.026 -0.013 -0.026
C -0.007 0.003 0.009
C -0.010 0.052 0.041
H 0.035 0.010 -0.048
H 0.001 -0.002 -0.017
H -0.001 0.004 0.002
H -0.002 -0.005 -0.012
H -0.002 -0.007 -0.011
H 0.049 -0.004 0.029
H 0.012 0.009 0.009
H 0.002 -0.006 -0.009
H -0.002 0.009 0.002
H 0.014 0.011 0.007
H 0.016 -0.007 0.003
H 0.008 -0.014 0.019
H -0.009 0.003 -0.009
H 0.009 0.005 0.021
H 0.026 0.002 0.008
C 0.018 0.033 -0.001
C 0.045 0.020 -0.092
C -0.047 -0.050 0.106
C 0.040 0.097 0.017
N 0.036 -0.084 0.112
C -0.354 -0.316 -0.229
S 0.629 -0.112 -0.478
N -0.167 -0.046 0.171
C -0.002 0.022 -0.008
H -0.008 0.005 0.003
H 0.001 -0.003 0.024
H -0.009 -0.015 0.012
H 0.014 0.003 -0.005
H 0.174 0.152 -0.247
H 0.017 0.004 0.001
H -0.004 -0.015 0.007
H 0.006 -0.003 -0.013

Charge: +3
E_tot, eV: -106624.57169
HOMO level (spin up / spin down), eV: -14.3583 / -14.3868
Energy relative to the best compared isomer or geometry (same formula, charge and spin), kJ/mol: 48.7
Multiplicity: 1